1.
Formula: H6N4O2P
Source: the Open Molecules 2025 dataset
Level of theory: ωB97M-V/def2-TZVPD

Computed properties:
ΔE to the lowest compared entry with this formula, charge and spin = 105.1 kcal/mol
net charge = -1
HOMO-LUMO gap (spin up / spin down) = 6.741 / 7.121 eV
E_HOMO (spin up / spin down) = -0.134 / -0.124 hartree
energy = -19438.989 eV

Last column: Mulliken charge in e.
CARTESIAN COORDINATES (ANGSTROEM)
N  1.93943  -0.72685  -0.71329  -0.708
N  0.07199  1.61518  -0.14515  -0.886
N  0.94799  -1.38567  -0.17768  0.087
N  0.08673  0.73936  0.95678  -0.153
O  -2.22261  0.70133  -0.81370  -0.955
O  -0.62746  -1.64027  1.91315  -0.663
P  -0.43199  -0.87489  0.69118  0.466
H  -2.06507  -0.07388  -1.24894  0.235
H  2.41985  -0.16588  0.01235  0.264
H  0.66080  1.25758  -0.92401  0.281
H  -1.03803  1.38009  -0.46485  0.496
H  0.45744  -2.06863  -0.84255  0.281
H  -0.19907  1.24254  1.75670  0.256


2.
Formula: C7H11Br3N3O
Source: the Open Molecules 2025 dataset
Level of theory: ωB97M-V/def2-TZVPD

Computed properties:
net charge = +1
HOMO-LUMO gap = 7.723 eV
E_HOMO = -0.470 hartree
energy = -224074.621 eV

Last column: Mulliken charge in e.
CARTESIAN COORDINATES (ANGSTROEM)
N  1.86614  1.04058  0.91272  -0.666
C  1.16665  0.43518  -0.22396  -0.141
C  0.21296  1.47294  -0.92861  -0.902
C  -1.19744  1.18368  -0.46247  0.259
C  -1.91354  2.11015  0.30965  -0.466
N  -3.11657  1.78371  0.71465  0.404
N  -3.76794  0.67213  0.49994  -0.720
C  -3.13535  -0.19095  -0.24141  0.072
O  -3.74416  -1.37225  -0.51862  -0.470
C  -1.83131  0.00164  -0.76439  0.096
H  2.80417  0.64624  0.94774  0.171
H  1.42672  0.71100  1.76620  0.264
H  1.82775  -0.00628  -0.97162  0.306
H  0.56339  -0.39865  0.16735  0.332
H  0.47252  2.44951  -0.50722  0.450
H  0.29686  1.44283  -2.01589  0.348
H  -1.48838  3.07136  0.57886  0.441
H  -3.60680  2.47837  1.27597  0.287
H  -3.21187  -2.04875  -0.07353  0.374
H  -1.35981  -0.75818  -1.37829  0.557
C  3.63074  -3.02353  0.14595  -0.307
Br  4.52306  -1.32651  0.38707  -0.027
Br  2.91130  -3.68742  1.80306  0.016
Br  2.28880  -2.95798  -1.24040  -0.027
H  4.38211  -3.72879  -0.18275  0.348


3.
Formula: C3H3FN2
Source: the Open Molecules 2025 dataset
Level of theory: ωB97M-V/def2-TZVPD

Computed properties:
ΔE to the lowest compared entry with this formula, charge and spin = 88.3 kcal/mol
net charge = 0
HOMO-LUMO gap (spin up / spin down) = 7.877 / 7.871 eV
E_HOMO (spin up / spin down) = -0.321 / -0.321 hartree
energy = -8853.250 eV

Last column: Mulliken charge in e.
CARTESIAN COORDINATES (ANGSTROEM)
C  0.15774  -0.66266  0.06064  0.007
C  1.44783  0.05334  -0.12920  -0.214
C  -2.13553  -0.10324  -0.46160  -0.041
N  -1.04264  -0.28205  -0.01238  0.031
N  1.62764  1.31026  -0.05611  -0.545
F  -3.23793  0.18790  0.21214  -0.158
H  0.12829  -1.74975  0.34774  0.277
H  2.28093  -0.51951  -0.11945  0.407
H  0.77367  1.76571  0.15822  0.236


4.
Formula: C3H12O2S
Source: the Open Molecules 2025 dataset
Level of theory: ωB97M-V/def2-TZVPD

Computed properties:
ΔE to the lowest compared entry with this formula, charge and spin = 7.7 kcal/mol
net charge = 0
HOMO-LUMO gap = 9.539 eV
SMILES = CCSC.O.O
E_HOMO = -0.325 hartree
energy = -18235.747 eV

Last column: Mulliken charge in e.
CARTESIAN COORDINATES (ANGSTROEM)
C  -0.74222  -0.75385  0.96072  -1.018
C  -1.29438  -0.31399  -0.37962  -0.512
S  0.00678  0.06015  -1.61154  -0.144
C  0.70788  -1.59845  -1.87700  -0.740
H  -1.50993  -0.78448  1.73021  0.324
H  -0.41079  -1.78513  0.87524  0.363
H  0.10989  -0.19340  1.33411  0.246
H  -1.88884  -1.09967  -0.83601  0.343
H  -1.92595  0.56914  -0.31237  0.376
H  -0.05048  -2.31939  -1.58822  0.253
H  1.53941  -1.74790  -1.21284  0.231
H  0.89264  -1.73897  -2.93420  0.339
H  1.98901  1.00173  -0.35994  0.266
H  3.23697  0.56451  0.38054  0.320
O  2.90807  1.27068  -0.18867  -0.649
H  -0.58666  2.74589  1.54359  0.314
H  -1.47023  3.31947  2.64819  0.307
O  -1.51119  2.80366  1.82783  -0.617